1.
Entry from the OMol25 dataset: C3H3FI2O4S as an isolated structure (ωB97M-V with the def2-TZVPD basis set).

Its highest occupied orbital energy (spin up / spin down) is -8.7944 / -8.7958 eV. As for the frontier orbital gap (spin up / spin down): 6.694 / 6.696 eV. As for the energy above the lowest of the compared OMol25 structures with the same formula, charge and spin: 0.578 eV. Its net charge is 0.

CARTESIAN COORDINATES (ANGSTROEM)
I 1.658 2.270 -1.643
C 0.158 -2.397 -1.152
O -1.533 -0.728 1.382
H 0.245 -1.441 -1.809
O 0.004 -0.054 -0.085
H -0.366 -3.410 -1.592
S 0.629 1.390 0.436
C -0.704 2.244 1.250
C -0.855 -1.005 0.485
H 1.245 -2.554 -0.776
O -0.774 -2.099 -0.093
O 1.626 1.079 1.360
I 0.133 3.993 2.088
F -1.466 2.711 0.149

2.
Entry from the OMol25 dataset: C3H3FILiO3 as an isolated structure (ωB97M-V with the def2-TZVPD basis set).

Its highest occupied orbital energy is -7.0655 eV. As for the frontier orbital gap: 4.326 eV. As for the energy above the lowest of the compared OMol25 structures with the same formula, charge and spin: 2.814 eV. Its net charge is 0.

CARTESIAN COORDINATES (ANGSTROEM)
C 0.166 1.572 -0.451
Li -2.094 -5.841 5.693
H -0.740 1.529 0.153
O 0.951 -0.329 -1.452
C 0.031 0.166 -2.210
O -0.466 -0.338 -3.222
I -2.713 -1.900 3.893
F 0.879 2.696 -0.342
H 2.158 0.858 -0.479
O -0.288 1.398 -1.787
C 1.168 0.431 -0.313
H 0.948 -0.243 0.515

3.
Entry from the OMol25 dataset: a 2-piece molecular cluster, C3H3FIO2 overall (ωB97M-V with the def2-TZVPD basis set).

Its highest occupied orbital energy is -5.3520 eV. As for the frontier orbital gap: 8.260 eV. As for the energy above the lowest of the compared OMol25 structures with the same formula, charge and spin: 1.514 eV. Its net charge is -1.

CARTESIAN COORDINATES (ANGSTROEM)
F 0.131 0.527 2.073
O -0.463 -2.539 0.526
C -0.338 -0.070 0.363
C 0.816 0.805 -0.306
H 0.618 1.878 -0.048
I -2.112 1.072 0.026
H 0.910 0.688 -1.466
H 1.674 0.503 0.248
C -0.492 -1.536 -0.120
O -0.743 -1.328 -1.296